Entry 1:
The following is a DFT calculation (ωB97M-V with the def2-TZVPD basis set) of a molecular structure, C15H29Cl5NO2P2S4ScSi in a non-equilibrium geometry.

XYZ file:
```
60
C15H29Cl5NO2P2S4ScSi ωB97M-V with the def2-TZVPD basis set
Sc -0.98903 0.29228 -0.24838
C 1.22579 3.38854 1.64711
C 1.54192 3.98498 0.28410
S 0.55284 3.25228 -1.06447
C 1.83070 2.84463 -2.29628
C 2.93755 1.89188 -1.85734
S 2.28607 0.35507 -1.12233
C 3.30357 0.21664 0.37729
C 3.07236 1.30112 1.41715
S 1.30071 1.57758 1.77511
H 0.20462 3.62706 1.93603
H 1.89946 3.79876 2.40062
H 2.59236 3.87680 0.01727
H 1.30771 5.04906 0.31787
H 2.26994 3.77388 -2.66019
H 1.24652 2.40155 -3.10475
H 3.60090 2.35590 -1.12828
H 3.53041 1.60898 -2.72711
H 4.35373 0.18565 0.08554
H 3.02988 -0.75731 0.78605
H 3.48969 2.25277 1.09400
H 3.55461 1.01835 2.35267
C -3.27225 -1.02135 2.72048
P -1.52584 -1.03549 2.17113
C -0.65513 -1.07247 3.78486
C -1.40731 -2.82257 1.71014
C -0.05193 -3.14844 1.09256
P 0.11690 -2.26675 -0.53024
C -0.94750 -3.35223 -1.56103
C 1.76362 -2.91049 -1.01068
H -3.43344 -1.83443 3.42961
H -3.92506 -1.15183 1.85802
H -3.50503 -0.07208 3.19639
H -1.05568 -1.87850 4.39945
H -0.80770 -0.11847 4.28612
H 0.41573 -1.21724 3.63922
H -2.20058 -3.00803 0.98123
H -1.60716 -3.43493 2.59247
H 0.05891 -4.22483 0.93961
H 0.76303 -2.82142 1.74791
H -0.82593 -4.38666 -1.23806
H -0.63767 -3.24702 -2.59821
H -1.99275 -3.06105 -1.48220
H 1.70692 -3.99660 -1.08575
H 2.50916 -2.64310 -0.26244
H 2.04752 -2.48542 -1.96986
S -5.36242 -1.13509 -1.35909
C -3.85572 -0.91776 -0.93032
N -2.72380 -0.78973 -0.59153
Cl -1.46503 -1.47400 -5.24916
C -1.37377 0.04269 -4.36537
Cl -0.50220 1.27933 -5.30373
C -0.60927 -0.10865 -3.03631
O 0.21836 -0.99334 -2.92089
O -0.90876 0.77821 -2.15376
H -2.37970 0.40865 -4.19246
Cl -1.84335 2.19565 2.81648
Si -2.37432 2.53771 0.67608
Cl -2.03862 4.61257 0.72225
Cl -4.45453 2.47869 0.79540
```

The maximum force comes out at 0.023 hartree/bohr. For the LUMO energy, the calculation gives -0.08 eV. As for the energy relative to the best compared isomer or geometry (same formula, charge and spin): 0.977 eV.

Entry 2:
The following is a DFT calculation (ωB97M-V with the def2-TZVPD basis set) of C15H29N3O3S in the gas phase in a non-equilibrium geometry.

XYZ file:
```
51
C15H29N3O3S ωB97M-V with the def2-TZVPD basis set
C -5.06886 -1.21128 0.48496
C -4.12573 -1.42583 -0.67481
S -2.49590 -0.75326 -0.24173
O -1.63105 -0.92994 -1.37780
O -2.07671 -1.32603 1.00606
N -2.87254 0.86991 -0.01845
C -2.47072 1.73621 -1.10846
C -0.97520 2.04548 -1.06332
C -0.58175 2.62047 0.30292
C 0.93025 2.86879 0.30984
O 1.40005 3.98650 0.22420
N 1.66963 1.75186 0.38878
C 3.10388 1.70936 0.26248
C 3.53916 0.95853 -1.00497
C 2.66709 -0.27432 -1.28807
N 2.38968 -1.02511 -0.08089
C 1.25194 -1.95125 -0.16276
C 1.80948 -3.34818 0.11115
C 2.97473 -3.03736 1.04420
C 3.54363 -1.76497 0.42245
C -1.05386 1.69272 1.42490
C -2.55034 1.41635 1.28527
H -5.20565 -0.14715 0.65936
H -6.03802 -1.66532 0.28988
H -4.64315 -1.65845 1.37980
H -3.96840 -2.47855 -0.89367
H -4.43454 -0.90387 -1.57507
H -3.05994 2.65604 -1.03694
H -2.71920 1.22451 -2.03881
H -0.72066 2.75504 -1.85236
H -0.43768 1.11372 -1.24581
H -1.06109 3.59848 0.42448
H 1.24044 0.84023 0.43340
H 3.51264 1.20678 1.14386
H 3.46422 2.73976 0.24015
H 4.58199 0.66230 -0.88600
H 3.47387 1.62190 -1.86864
H 1.71295 0.05520 -1.70647
H 3.16978 -0.89067 -2.05680
H 0.52484 -1.68642 0.61481
H 0.73776 -1.88647 -1.12306
H 2.17775 -3.80086 -0.81162
H 1.06746 -4.00830 0.55422
H 2.60228 -2.83087 2.04789
H 3.71246 -3.83628 1.09755
H 4.09345 -1.15832 1.14718
H 4.23267 -2.02455 -0.39746
H -0.54493 0.72866 1.37750
H -0.84933 2.14460 2.39676
H -3.13097 2.33566 1.41219
H -2.86787 0.68452 2.02775
```

The structure (SMILES) is CCS(=O)(=O)N1CCC(C(=O)NCCCN2CCCC2)CC1. The maximum force comes out at 0.020 hartree/bohr. For the LUMO energy, the calculation gives 0.53 eV. As for the energy relative to the best compared isomer or geometry (same formula, charge and spin): 0.071 eV.